Entry 1:
{"formula": "C4H8O2", "method": "wB97M-V/def2-TZVPD", "symbols": ["C", "C", "C", "O", "C", "O", "H", "H", "H", "H", "H", "H", "H", "H"], "positions_angstrom": [[-1.463, -0.835, 0.396], [-0.510, -0.022, -0.880], [0.416, 0.840, -0.014], [0.191, 0.493, 1.329], [1.870, 0.517, -0.277], [2.398, -0.386, 0.337], [-2.412, -0.312, 0.369], [-1.314, -0.963, 1.513], [-1.466, -1.847, 0.033], [-1.060, 0.606, -1.634], [0.064, -0.721, -1.534], [0.206, 1.910, -0.109], [0.709, -0.325, 1.442], [2.425, 1.093, -1.038]], "atomic_forces_ev_per_a": [[-0.17, 0.01, -1.84], [-0.57, -0.66, 1.39], [0.28, 0.20, 0.57], [1.29, 1.10, 0.72], [0.23, -0.34, 0.04], [0.00, 0.45, -0.45], [-0.40, -0.42, -0.44], [0.82, 0.68, -1.72], [-0.87, -0.43, -0.44], [-0.20, -0.69, 1.19], [-0.47, -0.01, 0.89], [0.13, -0.13, -0.11], [-0.06, 0.33, 0.25], [-0.02, -0.09, -0.05]], "mulliken_charge": [-0.954, -0.730, 0.154, -0.618, -0.048, -0.505, 0.305, 0.311, 0.343, 0.328, 0.284, 0.396, 0.365, 0.369], "multiplicity": 1, "de_lowest_kj_mol": 309.90, "molar_mass_g_mol": 88.11, "charge": 0, "e_tot_ev": -8370.0698, "smiles": "CC[C@@H](O)C=O", "largest_force_ha_per_bohr": 0.0394}

=====

Entry 2:
{"formula": "C4H8O2", "method": "wB97M-V/def2-TZVPD", "symbols": ["C", "C", "C", "O", "C", "O", "H", "H", "H", "H", "H", "H", "H", "H"], "positions_angstrom": [[-1.259, -0.999, -0.019], [-0.199, -0.072, 0.537], [1.282, -0.370, 0.275], [1.504, 0.973, -0.199], [0.106, 1.247, -0.212], [-0.362, 1.355, -1.520], [-2.263, -0.634, 0.219], [-1.159, -2.003, 0.406], [-1.189, -1.074, -1.108], [-0.374, 0.129, 1.598], [1.910, -0.604, 1.139], [1.463, -1.111, -0.516], [-0.150, 2.183, 0.298], [0.279, 0.874, -2.062]], "atomic_forces_ev_per_a": [[-0.04, -0.02, -0.03], [-0.06, -0.02, 0.07], [0.09, -0.36, 0.13], [0.12, 0.10, -0.02], [-0.13, 0.23, 0.17], [0.09, -0.05, -0.14], [0.12, -0.03, -0.03], [0.00, 0.12, -0.05], [0.03, -0.02, 0.13], [0.02, -0.01, -0.12], [-0.08, 0.03, -0.09], [0.00, 0.09, 0.10], [0.04, -0.14, -0.06], [-0.19, 0.08, -0.05]], "mulliken_charge": [-1.306, 0.163, -0.484, -0.456, 0.076, -0.535, 0.355, 0.356, 0.258, 0.330, 0.276, 0.262, 0.359, 0.346], "multiplicity": 1, "de_lowest_kj_mol": 154.85, "molar_mass_g_mol": 88.11, "charge": 0, "e_tot_ev": -8371.6768, "smiles": "C[C@H]1CO[C@H]1O", "largest_force_ha_per_bohr": 0.0077}

=====

Entry 3:
{"formula": "C4H8O2", "method": "wB97M-V/def2-TZVPD", "symbols": ["C", "C", "O", "H", "H", "H", "H", "C", "C", "O", "H", "H", "H", "H"], "positions_angstrom": [[-1.862, -0.835, 0.065], [-1.851, 0.362, 0.636], [-1.035, 1.374, 0.198], [-2.523, -1.605, 0.445], [-1.214, -1.067, -0.775], [-2.494, 0.610, 1.481], [-1.137, 2.133, 0.781], [1.915, -0.199, 0.218], [1.479, -0.076, -1.215], [0.857, -0.918, -1.820], [3.011, -0.174, 0.271], [1.540, -1.128, 0.653], [1.534, 0.659, 0.782], [1.780, 0.865, -1.720]], "atomic_forces_ev_per_a": [[0.04, 0.15, 0.04], [-0.18, -0.36, 0.04], [0.02, 0.12, 0.12], [0.07, 0.16, -0.03], [-0.12, 0.02, 0.13], [0.12, -0.02, -0.13], [0.00, -0.07, -0.12], [-0.07, -0.10, 0.02], [-0.09, -0.23, -0.15], [0.33, 0.37, 0.25], [-0.16, 0.02, -0.03], [0.06, 0.12, -0.06], [0.06, -0.10, -0.09], [-0.06, -0.08, 0.02]], "mulliken_charge": [-0.688, 0.117, -0.449, 0.232, 0.222, 0.254, 0.325, -0.869, 0.160, -0.485, 0.365, 0.270, 0.226, 0.318], "multiplicity": 1, "de_lowest_kj_mol": 187.51, "molar_mass_g_mol": 88.11, "charge": 0, "e_tot_ev": -8371.3383, "smiles": "C=CO.CC=O", "largest_force_ha_per_bohr": 0.0108}